Entry 1:
The following is a quantum chemistry calculation of a molecular structure, C18H27BeNO4S2, from the OMol25 dataset.

XYZ file:
```
53
C18H27BeNO4S2 | the OMol25 dataset | the ωB97M-V functional and the def2-TZVPD basis
S -3.17 -0.98 4.49
S -0.86 -1.97 3.05
O 2.59 -3.07 -3.89
O 0.52 -4.01 -3.75
O -1.51 -4.61 -2.83
O 1.38 1.46 3.26
N -1.06 0.49 4.39
C 0.92 -2.18 -2.37
C 0.26 1.27 2.46
C 0.47 2.57 -1.35
C 0.89 0.26 -2.41
C -1.31 -2.18 -1.05
C 1.49 -3.08 -3.41
C -1.20 3.74 -2.89
C 1.64 -0.97 -1.88
C 0.19 3.81 -2.21
C -0.69 -1.72 0.28
C -0.56 -3.86 -2.84
C 1.51 1.59 -1.94
C -1.70 -1.78 1.42
C -0.28 -2.65 -2.03
C 1.47 0.47 4.24
C -1.67 -0.71 4.02
C -0.99 1.48 3.33
C 0.21 0.31 5.12
Be 1.50 -5.74 -4.68
H -2.37 -2.62 1.30
H -2.25 -0.86 1.45
H -0.30 -0.72 0.19
H 1.71 -1.00 -0.80
H -1.98 -1.46 -1.49
H 2.27 0.78 4.90
H -1.86 3.09 -2.31
H 0.88 2.93 -0.40
H 0.94 0.20 -3.49
H -0.96 2.49 3.72
H 0.26 1.95 1.62
H 0.16 -2.36 0.48
H 0.30 0.24 2.07
H 1.79 -0.49 3.83
H -0.44 2.04 -1.11
H 2.63 -1.00 -2.31
H 2.30 1.39 -1.22
H 0.21 -0.69 5.53
H 0.22 1.00 5.95
H 0.92 3.94 -3.00
H -1.91 -3.06 -0.82
H -0.15 0.17 -2.11
H 1.95 2.08 -2.80
H -1.09 3.28 -3.86
H -1.68 4.70 -2.95
H -1.85 1.34 2.68
H 0.22 4.70 -1.60
```

- charge = +2
- F_max (eV Å⁻¹) = 3.21
- E (a.u.) = -1868.05188



Entry 2:
The following is a quantum chemistry calculation of a gas-phase ion, C20H23F2 (charge +1), from the OMol25 dataset.

XYZ file:
```
45
C20H23F2 | the OMol25 dataset | the ωB97M-V functional and the def2-TZVPD basis
F 1.65 5.73 -2.55
F 3.56 -1.19 4.48
C 1.39 0.48 1.40
C 1.35 4.58 -1.85
C -0.14 -0.20 -0.74
C -0.18 3.03 -0.96
C 2.80 0.61 1.45
C -2.73 -2.78 0.40
C 1.44 -0.87 3.46
C -0.82 -1.47 -0.61
C -2.27 -1.81 -0.71
C 0.74 -0.28 2.39
C -2.60 -2.72 -1.93
C 2.19 2.58 -0.86
C 2.82 -0.62 3.49
C 2.45 3.80 -1.50
C 3.52 0.03 2.48
C 0.40 1.03 0.38
C 0.04 4.18 -1.71
C 0.01 -2.70 -0.52
C 0.88 2.22 -0.50
C -3.18 -0.57 -0.74
H -1.21 2.81 -0.67
H -0.84 0.58 -1.13
H -0.50 -3.67 -0.49
H -3.08 0.05 0.16
H -0.53 1.34 0.95
H -2.32 -2.25 -2.88
H -2.17 -3.72 0.32
H -0.78 4.83 -2.02
H -2.59 -2.42 1.42
H 0.92 -0.46 -1.16
H 3.04 1.95 -0.58
H 0.93 -1.35 4.27
H -2.93 0.04 -1.62
H -4.24 -0.86 -0.83
H 3.32 1.22 0.71
H -2.05 -3.67 -1.84
H 0.72 -2.74 0.34
H 0.70 -2.75 -1.40
H -3.69 -2.92 -1.94
H -3.79 -3.06 0.30
H 3.49 4.13 -1.56
H 4.61 0.25 2.52
H -0.35 -0.37 2.38
```

- relative energy (zero: lowest compared OMol25 entry of this formula, charge and spin) (kcal per mole) = 0.0
- charge = +1
- F_max (eV Å⁻¹) = 2.46
- E (a.u.) = -975.27789



Entry 3:
The following is a quantum chemistry calculation of 2 unconnected molecules or ions with the total composition C2H2N2P2, from the OMol25 dataset.

XYZ file:
```
8
C2H2N2P2 | the OMol25 dataset | the ωB97M-V functional and the def2-TZVPD basis
P 1.40 1.11 0.09
P 0.83 -1.05 -0.02
N -0.53 -0.81 -2.56
N -2.42 -0.28 1.35
C 0.06 -0.82 -1.57
C -1.47 -0.60 0.85
H 2.03 1.02 1.47
H 0.11 1.43 0.40
```

- relative energy (zero: lowest compared OMol25 entry of this formula, charge and spin) (kcal per mole) = 54.7
- charge = 0
- F_max (eV Å⁻¹) = 7.67
- E (a.u.) = -869.49579



What did we get for orbital gap? Answer: 0.0502 0.2452 0.3108 Eh, in the order shown.
What did we get for lowest unoccupied orbital energy? Answer: -0.430 -0.205 -0.094 Eh, in the order shown.